[1]
{"formula": "C4H9NO2", "method": "ωB97M-V/def2-TZVPD", "e_above_lowest_kcal_mol": 32.4, "fmax_ha_per_bohr": 0.0116, "mol_weight_g_mol": 103.1, "lumo_energy_ev": 0.951, "homo_lumo_gap_ev": 10.9, "charge": 0, "species": ["C", "C", "C", "O", "N", "C", "O", "H", "H", "H", "H", "H", "H", "H", "H", "H"], "positions_angstrom": [[1.39204, 0.19156, 1.31971], [0.10610, -0.16831, 0.58359], [-0.94997, 0.92779, 0.74152], [-2.15153, 0.61241, 0.07251], [0.41757, -0.27006, -0.82112], [-0.13035, -1.13156, -1.56416], [0.18560, -1.14566, -2.86894], [2.13436, -0.60580, 1.21416], [1.20604, 0.36185, 2.38448], [1.82244, 1.10033, 0.88268], [-0.31794, -1.10813, 0.97459], [-1.20069, 1.04087, 1.80003], [-0.52849, 1.88013, 0.38170], [-1.96834, 0.64539, -0.87571], [0.83929, -0.42308, -2.92664], [-0.85613, -1.90773, -1.29842]], "forces_ev_per_a": [[0.0, 0.0, 0.1], [0.0, 0.0, 0.1], [0.2, 0.1, 0.3], [0.0, 0.0, -0.2], [-0.2, -0.4, -0.4], [0.2, 0.3, 0.4], [0.1, 0.1, -0.1], [-0.1, 0.1, 0.0], [0.0, 0.0, -0.1], [-0.1, -0.1, 0.1], [0.0, 0.1, 0.0], [0.0, 0.0, -0.1], [-0.1, -0.2, 0.1], [-0.1, 0.0, 0.2], [-0.1, -0.2, -0.3], [0.2, 0.2, 0.1]], "nbo_charge": [-0.605, -0.099, -0.062, -0.715, -0.536, 0.403, -0.668, 0.217, 0.208, 0.214, 0.178, 0.183, 0.164, 0.466, 0.490, 0.162]}


[2]
{"formula": "C4H9NO2", "method": "ωB97M-V/def2-TZVPD", "e_above_lowest_kcal_mol": 30.2, "fmax_ha_per_bohr": 0.0238, "mol_weight_g_mol": 103.1, "lumo_energy_ev": 0.574, "homo_lumo_gap_ev": 9.8, "charge": 0, "species": ["O", "C", "O", "H", "C", "C", "C", "N", "H", "H", "H", "H", "H", "H", "H", "H"], "positions_angstrom": [[2.80216, -2.59084, 2.10459], [1.98714, -2.00486, 1.46064], [1.85081, -0.68657, 1.46479], [1.27270, -2.52998, 0.80232], [-0.61345, 2.02547, -0.76571], [-0.84328, 0.57154, -0.46414], [-1.99085, 0.08904, 0.01244], [0.22699, -0.29810, -0.79567], [-1.55158, 2.57248, -0.83980], [-0.05635, 2.46760, 0.06173], [-0.09648, 2.17580, -1.71330], [-2.13691, -0.96035, 0.23623], [-2.81856, 0.73576, 0.26334], [0.77125, 0.04659, -1.57569], [-0.06092, -1.24461, -0.97945], [1.25731, -0.36897, 0.72768]], "forces_ev_per_a": [[0.1, -0.1, 0.3], [-0.2, -0.1, -0.3], [0.0, 0.6, -0.2], [0.0, 0.0, -0.1], [-0.1, 0.0, 0.4], [-0.9, -0.4, -0.7], [0.1, 0.1, 0.3], [0.4, 0.6, 0.1], [-0.1, -0.2, 0.1], [0.3, 0.1, -0.2], [0.2, 0.0, 0.1], [0.1, -0.1, -0.1], [0.1, 0.1, 0.0], [0.0, 0.0, 0.0], [-0.2, -0.2, 0.0], [0.2, -0.6, 0.3]], "nbo_charge": [-0.569, 0.648, -0.704, 0.069, -0.656, 0.182, -0.483, -0.850, 0.233, 0.232, 0.212, 0.196, 0.209, 0.384, 0.387, 0.509]}


[3]
{"formula": "C4H9NO2", "method": "ωB97M-V/def2-TZVPD", "e_above_lowest_kcal_mol": 69.4, "fmax_ha_per_bohr": 0.0124, "mol_weight_g_mol": 103.1, "lumo_energy_ev": 0.115, "homo_lumo_gap_ev": 9.9, "charge": 0, "species": ["N", "C", "O", "C", "C", "C", "O", "H", "H", "H", "H", "H", "H", "H", "H", "H"], "positions_angstrom": [[-0.15655, 0.05268, 1.84851], [-0.13049, 1.28679, 1.25736], [-0.42475, 2.31654, 1.83861], [0.34852, 1.32685, -0.15976], [1.36755, 0.60832, -0.62206], [0.11314, -2.00026, -1.05318], [-0.83115, -1.99159, -0.29904], [-0.56970, 0.04173, 2.77006], [-0.31176, -0.77631, 1.28669], [-2.07043, 0.57534, -0.93508], [-0.13974, 2.07541, -0.77745], [1.72812, 0.72309, -1.64104], [1.91361, -0.07175, 0.02692], [0.01585, -1.78535, -2.13367], [1.12875, -2.25377, -0.70275], [-1.98096, -0.12772, -0.70412]], "forces_ev_per_a": [[-0.1, 0.1, 0.1], [0.0, 0.1, 0.1], [0.1, -0.3, -0.1], [0.3, 0.0, -0.2], [0.0, 0.2, 0.1], [-0.3, -0.2, 0.2], [0.5, -0.1, -0.4], [0.0, 0.0, -0.1], [0.1, 0.2, 0.0], [-0.1, -0.1, 0.0], [0.1, -0.1, 0.1], [-0.1, 0.0, 0.1], [-0.1, 0.1, -0.1], [-0.1, 0.0, 0.1], [-0.1, 0.0, 0.0], [-0.2, 0.2, -0.1]], "nbo_charge": [-0.832, 0.629, -0.596, -0.250, -0.397, 0.296, -0.535, 0.399, 0.411, -0.018, 0.226, 0.206, 0.203, 0.126, 0.119, 0.015]}